330
Properties=species:S:1:pos:R:3:forces:R:3:mulliken_charge:R:1 method="wB97M-V/def2-TZVPD" fmax_ev_per_a=4.87 e_tot_ha=-5329.85962 e_above_lowest_kcal_mol=115.5 lumo_energy_ha=0.018 orbital_gap_ev=8.63
C -5.1156 0.6848 3.4418 0.5 -0.7 0.9 -0.40
C -4.2332 0.9778 4.6902 0.6 0.9 -2.1 0.09
C -2.8777 0.3194 4.5743 1.1 0.1 1.1 0.20
O -4.0208 2.4111 4.7603 -0.6 -0.7 1.3 -0.64
H -4.8191 1.1671 2.5103 0.4 0.5 0.3 -0.33
H -6.1632 0.9271 3.6203 0.0 -0.3 0.0 0.43
H -4.9167 -0.3681 3.2416 -0.8 -0.3 -0.1 0.11
H -4.6421 0.5757 5.6171 -0.6 0.6 0.0 0.46
H -2.2961 0.6342 5.4408 0.0 0.4 0.1 0.27
H -2.2791 0.6661 3.7320 -0.2 -0.3 -0.4 -0.47
H -2.8236 -0.7582 4.7293 -0.5 -0.2 -0.7 0.01
H -3.4408 2.6590 4.0366 0.0 -0.3 -0.4 0.34
C 4.4396 2.1306 1.6985 0.3 0.0 0.2 -1.29
C 4.7228 0.8812 0.9231 -4.4 0.5 -2.0 2.11
C 3.8538 1.0004 -0.4509 1.2 0.4 1.4 -0.09
O 6.0317 0.7871 0.6646 2.5 -1.0 -0.4 -0.63
H 3.3864 2.0315 1.9612 -0.1 1.1 0.1 -0.31
H 4.8045 2.9663 1.1013 -0.9 0.4 -0.2 0.38
H 5.0679 2.2139 2.5852 -0.2 -0.4 0.5 0.82
H 4.2146 0.0704 1.4452 0.7 -0.7 0.3 -0.99
H 3.7398 0.1409 -1.1115 0.4 -0.2 0.4 -0.69
H 4.3356 1.8091 -1.0004 -0.1 0.1 -0.3 0.59
H 2.8473 1.3111 -0.1709 -0.1 0.1 0.0 -0.39
H 6.4404 0.7716 1.5331 0.6 -0.1 0.0 0.53
C -5.0414 4.3650 1.4906 1.0 -0.2 -0.7 -1.48
C -3.5243 4.2395 1.2965 0.3 1.1 0.4 1.56
C -2.7305 5.5431 0.9817 -0.9 -0.4 -1.1 -1.28
O -2.9280 3.7482 2.4955 0.3 -0.8 0.2 -0.26
H -5.4820 3.3749 1.6077 0.0 0.0 0.3 0.31
H -5.4680 4.7661 0.5713 -0.2 0.4 0.2 0.23
H -5.2066 4.9816 2.3741 -0.4 0.1 -0.2 0.50
H -3.2684 3.5008 0.5369 -0.2 -0.1 -0.1 -0.94
H -1.7852 5.2163 0.5483 0.3 0.2 0.5 0.23
H -2.6244 6.2212 1.8285 0.2 -0.4 0.2 0.43
H -3.1615 6.1658 0.1977 -0.4 -0.1 -0.2 0.50
H -3.1136 4.3804 3.1937 0.0 0.3 0.1 0.32
C -4.5353 -1.9804 -5.1766 -0.3 -1.1 0.9 -1.22
C -4.0405 -3.4591 -4.9077 -1.4 0.7 -1.8 0.21
C -2.5621 -3.4173 -4.8456 1.2 0.2 0.8 -0.36
O -4.6405 -3.9667 -3.7400 -0.1 0.1 1.4 -0.36
H -4.1987 -1.4942 -6.0923 0.6 -0.3 0.2 0.49
H -4.1658 -1.5134 -4.2637 0.1 0.8 -0.2 0.05
H -5.6171 -1.8468 -5.1829 -0.2 -0.4 0.2 0.43
H -4.3428 -4.1466 -5.6976 0.0 0.2 -0.5 0.40
H -2.1791 -3.0637 -3.8884 -0.4 0.2 0.4 -0.27
H -2.2213 -2.6342 -5.5229 0.4 -0.6 -0.4 -0.01
H -2.0883 -4.3945 -4.9392 0.0 0.1 -0.6 0.33
H -5.2153 -4.7241 -3.8726 0.1 0.1 -0.4 0.16
C -5.2819 -2.0981 0.7865 -0.2 -2.1 -0.5 -0.97
C -5.3419 -3.2135 -0.3510 -1.0 2.7 0.6 1.03
C -6.5006 -2.9874 -1.3290 -1.4 0.4 0.2 -1.59
O -4.1814 -3.1468 -1.1035 1.3 -0.6 0.2 0.02
H -5.0153 -1.0866 0.4801 -0.7 0.0 -0.5 0.10
H -4.5319 -2.3344 1.5414 0.1 -0.4 0.0 -0.11
H -6.2538 -2.2648 1.2509 -0.1 0.9 0.3 0.54
H -5.5576 -4.1740 0.1169 0.6 -0.3 0.3 0.12
H -7.3866 -2.5662 -0.8540 -0.1 -0.2 0.5 0.44
H -6.8507 -3.9192 -1.7733 0.2 -0.2 -0.1 0.40
H -6.3666 -2.2799 -2.1472 0.8 0.0 0.0 0.21
H -4.4236 -3.6169 -1.9047 0.7 -0.1 -0.9 -0.25
C -0.8622 0.1815 -6.4948 0.2 0.5 -0.3 -1.86
C 0.5769 -0.3357 -6.6276 1.0 -0.2 -1.0 1.79
C 1.5136 0.7655 -7.3028 -1.1 -1.4 0.7 -0.97
C 2.9891 0.4306 -7.1974 -0.9 1.5 -0.9 -0.96
C 3.4975 0.2987 -5.7979 -0.8 -0.4 -0.7 -0.58
C 2.6240 -0.7259 -5.0475 -0.5 0.0 0.8 2.19
N 1.1225 -0.5506 -5.2592 0.5 1.4 -1.2 0.81
O 0.3601 -1.5491 -4.6132 0.7 -0.4 -0.4 0.10
C 3.0451 -2.1095 -5.4444 0.9 -0.9 0.4 -1.99
C 2.7963 -0.4964 -3.5524 0.0 0.3 0.2 -0.86
C 0.5476 -1.6514 -7.5664 0.7 0.5 1.1 -1.79
H -0.9693 0.7784 -5.5891 -0.1 -0.3 0.1 -0.22
H -1.6269 -0.5904 -6.5820 0.1 -0.1 0.4 0.38
H -1.0722 0.8791 -7.3055 0.1 0.0 -0.3 0.63
H 1.2439 0.8183 -8.3576 -0.2 0.1 -0.1 0.54
H 1.3607 1.7546 -6.8711 -0.3 0.0 0.3 0.12
H 3.4010 1.3733 -7.5575 0.8 -0.4 -0.7 0.56
H 3.2015 -0.4257 -7.8376 0.4 0.1 0.0 0.39
H 3.5580 1.2875 -5.3432 -0.3 -0.1 0.3 -0.24
H 4.5215 -0.0248 -5.9848 0.1 -0.4 1.0 0.42
H 2.8037 -2.3572 -6.4781 0.0 -0.1 0.2 0.48
H 4.1225 -2.2080 -5.3113 0.3 0.1 -0.2 0.44
H 2.6756 -2.8611 -4.7467 -0.6 -0.1 -0.3 0.07
H 3.8156 -0.6367 -3.1926 0.1 -0.4 -0.2 1.00
H 2.5943 0.5518 -3.3320 -0.3 0.1 0.0 -1.21
H 2.0879 -1.1043 -2.9895 0.2 -0.1 0.2 -0.11
H -0.2733 -1.6668 -8.2833 -0.2 0.1 0.3 0.45
H 0.5505 -2.5133 -6.8991 -0.8 -0.1 0.0 0.26
H 1.4528 -1.8490 -8.1406 0.2 0.6 -0.1 0.38
H 0.0049 -1.0766 -3.8567 0.0 -0.3 0.3 -0.45
C 3.7790 -3.0600 1.8823 0.1 0.2 0.8 -0.54
C 3.9414 -4.2984 0.9848 0.3 -0.9 -0.8 2.27
C 3.1689 -4.1518 -0.3472 -1.2 2.2 -1.1 -0.82
C 3.7453 -3.0739 -1.3634 0.0 -0.6 1.1 1.05
C 5.0975 -3.5743 -1.7051 1.0 -1.3 1.0 -2.28
C 6.0382 -3.7840 -0.4451 0.7 1.3 -1.2 1.87
N 5.3472 -4.5977 0.5783 -1.0 -0.9 -1.1 0.41
O 6.1082 -4.9491 1.7167 0.6 1.0 -0.1 -0.52
C 7.3663 -4.4415 -1.0183 -0.4 0.0 1.4 -2.15
C 6.4366 -2.4305 0.1437 0.5 0.7 1.2 -1.46
C 3.4217 -5.5971 1.7054 -0.6 1.2 -0.9 -1.97
H 4.5756 -3.0666 2.6262 0.5 0.2 -0.3 0.89
H 2.9208 -2.9997 2.5517 -0.7 -0.7 -0.3 -0.51
H 3.7218 -2.0974 1.3741 0.4 -0.2 -0.3 -0.79
H 2.9859 -5.0277 -0.9697 0.7 -0.6 0.4 0.67
H 2.1440 -3.8111 -0.2007 -0.1 -0.1 0.8 -0.46
H 3.8785 -2.0542 -1.0021 -0.4 0.0 0.7 -0.57
H 3.1463 -2.9221 -2.2613 -0.3 -0.6 0.1 -0.05
H 5.5606 -2.9528 -2.4715 0.5 -0.2 0.1 0.61
H 5.0081 -4.6144 -2.0185 -0.1 0.0 -0.8 0.40
H 8.0470 -4.4569 -0.1672 0.2 -0.3 -0.1 0.46
H 7.2993 -5.4505 -1.4253 -0.6 -0.1 0.3 0.40
H 7.8818 -3.8872 -1.8026 -0.5 0.6 0.1 0.37
H 7.0011 -2.5888 1.0627 0.4 -0.4 0.1 0.54
H 7.0723 -1.7670 -0.4426 -0.1 -0.3 -0.5 0.31
H 5.6513 -1.7873 0.5407 -0.5 -0.3 -0.6 0.05
H 3.3604 -6.3923 0.9624 0.2 -0.1 0.1 0.45
H 2.3992 -5.3265 1.9687 -0.2 -0.3 0.3 0.01
H 3.9583 -5.9238 2.5962 0.0 0.3 -0.1 0.80
H 5.8914 -5.8718 1.8689 0.1 -0.2 -0.3 0.38
C 2.3351 -2.1457 7.2252 0.1 1.0 0.7 -1.75
C 2.7159 -0.7838 6.5228 -1.1 -0.3 -0.7 2.65
C 2.7710 -1.1293 5.0266 0.7 1.8 -1.8 -1.33
C 2.7842 0.1562 4.1082 -1.1 1.0 1.2 0.33
C 1.6338 1.1936 4.5023 1.9 -2.0 -0.3 0.31
C 1.5979 1.5756 5.9771 -0.4 -0.6 -0.6 2.01
N 1.5909 0.2936 6.7387 1.3 -2.1 -2.0 1.09
O 1.4953 0.5174 8.0834 0.2 0.7 1.9 -0.58
C 2.7587 2.5636 6.2615 -1.1 -0.4 0.5 -0.84
C 0.1704 2.1404 6.1711 0.5 0.3 1.8 -2.03
C 4.1139 -0.3000 6.9616 -0.7 0.1 0.8 -2.06
H 2.9350 -2.9765 6.8536 0.4 0.3 -0.1 0.41
H 1.3134 -2.5142 7.1334 -0.2 0.7 -0.5 -0.09
H 2.5076 -2.0560 8.2977 0.2 -0.1 0.1 0.49
H 3.7430 -1.5458 4.7622 0.2 -0.5 0.5 0.43
H 2.0507 -1.8499 4.6392 -0.5 0.1 0.5 -0.86
H 2.6779 -0.0629 3.0457 -0.2 -0.4 0.0 -0.24
H 3.7371 0.6825 4.1635 0.3 -0.1 0.2 0.28
H 0.7456 0.6167 4.2448 -0.5 0.8 -0.1 -0.46
H 1.8257 2.1293 3.9773 -0.6 -0.1 -0.5 -0.16
H 2.4813 3.5518 5.8945 0.2 -0.1 -0.3 -0.32
H 2.8775 2.6873 7.3379 0.3 -0.2 0.0 0.39
H 3.6663 2.1835 5.7923 0.0 0.4 0.1 0.22
H 0.0890 2.5047 7.1952 0.0 0.0 0.3 0.63
H -0.1402 3.0230 5.6119 0.3 -0.4 -0.7 -0.24
H -0.5300 1.3065 6.1251 0.0 0.2 -0.5 0.38
H 4.0528 0.2874 7.8777 -0.3 0.4 -0.1 0.44
H 4.5468 0.3145 6.1722 0.3 -0.2 0.2 0.27
H 4.7618 -1.1107 7.2951 0.1 -0.3 -0.7 0.43
H 0.7335 0.0143 8.3801 -0.2 0.0 0.0 0.32
C 0.2731 -2.1705 0.6502 -1.4 0.4 0.2 -0.92
C -0.6818 -0.9372 0.5082 2.8 1.5 0.2 2.93
C 0.0729 0.1918 1.2916 -1.0 1.7 0.8 -0.56
C -0.3417 1.6808 0.9822 -0.4 -1.6 -2.1 0.66
C -0.4482 1.8301 -0.5843 0.6 0.9 0.8 -1.47
C -1.1939 0.7305 -1.4293 1.4 2.7 0.0 1.60
N -0.6937 -0.5193 -0.9765 2.2 0.1 3.7 0.35
O -1.1816 -1.5421 -1.6619 -0.9 -2.4 -2.3 1.35
C -2.6657 0.9431 -1.2426 -1.0 -0.7 -0.5 0.24
C -0.7337 0.8821 -2.9379 0.6 0.2 1.5 -1.00
C -2.0265 -1.1993 1.1298 -0.6 0.2 -0.7 1.77
H -0.2412 -3.0705 0.3130 0.4 0.0 -0.8 -0.51
H 0.3901 -2.4095 1.7072 0.2 0.4 0.3 -0.04
H 1.2555 -1.9614 0.2267 -0.3 -0.2 -0.3 0.25
H -0.1804 0.1545 2.3511 0.0 -0.9 0.2 -0.17
H 1.1598 0.1129 1.2712 0.0 -0.2 -0.5 0.13
H 0.3518 2.4228 1.3779 0.4 -0.2 -0.1 -0.14
H -1.2932 1.9902 1.4147 -0.3 -0.5 0.2 -0.82
H 0.5678 2.0053 -0.9381 0.2 -0.5 -0.3 0.20
H -0.8874 2.8218 -0.6937 -0.5 0.0 -0.6 0.44
H -3.1598 0.0162 -1.5340 -0.5 -0.2 0.1 -0.67
H -2.9310 1.1623 -0.2084 0.0 0.1 0.0 -0.45
H -3.1003 1.6712 -1.9276 0.2 0.3 0.1 -0.04
H 0.3563 0.8836 -2.9312 0.2 -0.4 0.1 0.16
H -1.0448 0.0430 -3.5602 -0.7 0.7 0.0 0.29
H -0.9056 1.8785 -3.3451 -0.9 -0.2 -0.1 -0.01
H -2.4712 -0.2550 1.4440 -0.3 0.0 0.0 -0.70
H -2.0331 -1.8620 1.9951 0.4 0.0 -0.1 -0.63
H -2.6400 -1.6597 0.3553 -0.4 -0.1 0.2 -1.25
H -2.1354 -1.5216 -1.5555 -0.8 -0.5 -0.1 -0.65
C 3.1726 7.8264 5.0274 1.3 -0.9 -1.9 -1.97
C 2.8169 6.7384 3.9458 -1.5 -0.3 2.2 1.35
C 1.5484 6.1453 4.6725 0.6 -0.9 -0.1 -2.30
C 0.7132 5.2919 3.8239 -0.5 -1.1 -2.1 1.16
C 0.4157 6.0480 2.5316 -0.6 0.2 -0.6 -0.99
C 1.5766 6.7002 1.7244 -0.4 -0.3 0.9 2.14
N 2.3712 7.4472 2.7301 -2.4 -0.9 1.5 0.11
O 3.4027 8.1027 2.1194 1.4 -0.4 -0.3 -0.50
C 2.3449 5.6446 0.9004 -0.3 0.5 0.8 -0.56
C 1.0331 7.7580 0.7785 0.4 0.0 -0.5 -2.00
C 3.9504 5.5818 3.8300 -1.2 1.8 0.4 -1.13
H 3.6315 7.2912 5.8588 -0.2 0.3 0.2 0.40
H 2.2781 8.3882 5.2963 0.4 0.0 0.0 0.45
H 3.9275 8.4100 4.5006 0.1 0.7 0.7 0.43
H 1.8716 5.5062 5.4942 0.4 0.5 0.4 0.50
H 0.8212 6.8585 5.0606 0.7 0.7 0.1 0.51
H -0.2022 4.9804 4.3270 -0.3 0.4 0.0 0.52
H 1.1203 4.3147 3.5643 0.7 -0.1 0.0 -1.05
H -0.2437 6.8797 2.7801 -0.2 0.1 0.1 0.69
H -0.1422 5.4031 1.8527 0.0 0.0 0.0 -0.57
H 1.6334 4.9672 0.4283 0.0 0.0 -0.1 -0.08
H 2.9036 6.1685 0.1248 0.4 -0.4 0.0 0.45
H 2.9507 5.0833 1.6117 0.3 -0.2 -0.6 -0.29
H 0.4243 8.4818 1.3203 -0.3 -0.2 -0.3 0.48
H 1.8523 8.3068 0.3140 0.2 0.1 0.3 0.39
H 0.5818 7.2924 -0.0976 -0.8 -0.1 0.2 0.30
H 3.5069 4.6206 3.5703 0.2 0.1 -0.3 0.06
H 4.4178 5.4854 4.8100 -0.1 0.0 0.0 0.51
H 4.7408 5.9163 3.1581 0.0 -0.4 -0.2 0.24
H 3.8608 7.2887 1.8979 1.7 0.5 -1.0 0.50
C -2.6729 -3.7035 4.1927 1.8 0.7 -2.0 -1.85
C -2.0640 -4.3199 5.4200 -0.4 1.1 -0.1 1.79
C -3.0326 -5.4305 5.7178 1.1 -1.7 2.3 -1.10
C -2.4113 -6.5381 6.6480 -1.2 0.5 -0.8 -0.80
C -1.0338 -7.0306 6.2380 -1.4 0.4 0.0 -1.00
C -0.0692 -5.8674 6.0626 0.3 -1.6 -2.5 1.86
N -0.7399 -4.8998 5.0755 -1.8 -1.2 1.4 -0.36
O 0.1014 -3.8737 4.6435 0.8 0.1 0.3 1.61
C 0.4187 -5.3809 7.3584 0.2 1.4 1.0 -1.41
C 1.1255 -6.4540 5.2178 -0.4 0.0 0.6 -2.02
C -2.1213 -3.2125 6.5006 0.1 -0.7 1.5 -1.83
H -2.0214 -2.9203 3.8051 0.2 0.3 0.2 -0.31
H -3.6397 -3.2053 4.2651 -0.2 -0.7 0.3 0.80
H -2.5540 -4.4696 3.4265 -0.9 0.0 -0.4 0.15
H -3.8581 -4.9974 6.2826 -0.4 -0.1 -0.4 0.42
H -3.3555 -5.9706 4.8278 -0.1 0.4 -0.2 0.37
H -3.1221 -7.3611 6.5729 0.1 -0.3 0.3 0.47
H -2.3917 -6.2519 7.6995 0.0 0.3 0.0 0.35
H -1.0957 -7.5767 5.2967 -0.1 -0.2 0.0 0.28
H -0.8382 -7.7089 7.0685 1.1 -0.1 -0.3 0.29
H 1.1279 -4.5921 7.1076 0.1 0.1 0.7 -0.07
H -0.3760 -4.9982 7.9989 -0.1 0.4 -0.2 0.32
H 0.8740 -6.1388 7.9959 0.4 -0.2 -0.5 0.44
H 0.7491 -6.8427 4.2716 0.0 0.5 -0.3 0.17
H 1.9384 -5.7373 5.1007 0.0 0.1 -0.2 0.44
H 1.5676 -7.3429 5.6678 -0.1 0.1 0.5 0.45
H -1.2431 -2.5929 6.6825 0.2 -0.1 -0.6 -0.19
H -2.3091 -3.6814 7.4665 0.2 -0.2 0.3 0.50
H -2.9923 -2.5620 6.4212 0.0 0.1 -0.6 0.54
H 0.6738 -4.4206 4.1006 0.5 0.6 -0.6 -0.42
C 3.2224 3.8070 -3.6263 0.9 0.1 -0.6 -1.14
C 2.1664 4.8282 -4.1208 -0.2 -0.3 0.5 3.30
C 1.8782 5.8571 -3.0248 1.4 1.4 0.5 -0.84
C 2.9460 6.9987 -2.9239 -0.9 -1.2 0.8 -0.63
C 3.1801 7.6141 -4.2740 0.7 -1.2 0.2 -1.14
C 3.5458 6.5012 -5.3372 -0.9 1.3 -1.9 1.56
N 2.4341 5.5176 -5.3746 -0.6 2.4 1.1 0.24
O 2.3726 4.6989 -6.4876 1.2 -1.2 -0.4 -0.42
C 3.5766 7.2675 -6.7020 -0.1 -0.5 -0.5 -2.03
C 4.8801 5.8370 -5.1131 0.5 0.9 0.9 -1.74
C 0.8844 4.1025 -4.2936 -1.7 -0.7 0.2 -2.03
H 3.9987 3.6594 -4.3770 -0.3 -0.3 -0.3 0.32
H 2.7801 2.8309 -3.4268 0.0 0.1 0.3 -0.34
H 3.8414 4.1540 -2.7990 -0.4 0.0 0.5 0.17
H 0.9441 6.4144 -3.0958 -0.4 -0.4 -0.8 0.63
H 1.8077 5.3833 -2.0457 0.1 -0.4 -0.1 -0.45
H 3.8774 6.6672 -2.4650 0.1 -0.3 0.0 0.23
H 2.4882 7.6670 -2.1946 0.3 0.5 -0.1 0.33
H 4.0572 8.2558 -4.1899 -0.2 0.4 -0.3 0.46
H 2.2753 8.1738 -4.5111 0.2 0.0 -0.7 0.35
H 4.0676 6.6954 -7.4893 -0.4 -0.6 0.0 0.39
H 2.5725 7.5348 -7.0314 -0.2 -0.2 0.0 0.42
H 4.1462 8.1911 -6.8041 0.1 0.2 1.1 0.40
H 5.0853 4.9808 -5.7558 -0.3 0.0 0.1 0.23
H 5.6642 6.5744 -5.2849 0.2 0.0 0.0 0.47
H 4.8930 5.5941 -4.0506 0.6 -0.4 -0.2 0.40
H 0.1261 4.8132 -4.6221 -0.1 -0.1 -0.6 0.89
H 0.4864 3.7697 -3.3350 0.3 -0.2 0.3 -0.13
H 0.9404 3.2107 -4.9178 0.0 0.2 -0.3 -0.28
H 1.7413 5.0730 -7.1065 -0.2 0.3 0.2 0.33
C -0.5409 -5.1669 -2.1690 1.2 -0.3 1.2 -1.05
C -1.0687 -6.6224 -1.9942 0.1 -0.3 -0.6 2.62
C 0.1012 -7.6057 -1.9009 1.0 -0.3 0.3 -1.87
C 0.7438 -7.6867 -0.5677 -0.8 0.1 2.3 0.93
C -0.3441 -7.9884 0.5149 0.0 -0.5 -1.2 -1.65
C -1.5569 -7.0244 0.4992 0.9 -0.1 0.9 1.67
N -2.0680 -6.8677 -0.9095 2.1 -1.8 0.3 0.11
O -3.1168 -5.9864 -1.0139 -0.3 0.5 0.3 -0.37
C -2.6792 -7.7123 1.3571 0.0 2.6 0.0 -1.76
C -1.0361 -5.6821 1.2112 -1.5 -0.9 -1.4 0.76
C -1.6821 -6.9160 -3.3400 -1.8 -0.5 -0.1 -1.93
H -1.2689 -4.3578 -2.1109 -0.1 -0.2 -0.2 -0.06
H 0.0808 -5.0944 -3.0614 -0.7 0.0 -0.5 0.82
H 0.2446 -4.9472 -1.4459 -0.2 0.1 0.7 -0.54
H -0.0976 -8.6498 -2.1426 -0.9 0.1 -0.4 0.33
H 0.9431 -7.3423 -2.5412 -0.4 0.4 -0.7 0.54
H 1.2252 -6.7407 -0.3198 0.2 0.1 0.1 -0.89
H 1.5133 -8.4585 -0.5562 0.0 0.0 0.1 0.62
H 0.0961 -8.1329 1.5016 -0.1 0.7 0.2 0.33
H -0.7976 -8.9647 0.3436 0.2 -0.3 -0.5 0.48
H -2.4112 -7.6871 2.4133 0.6 -0.8 0.0 0.23
H -3.4418 -6.9356 1.4138 -0.7 -0.2 -0.4 0.41
H -3.1379 -8.6371 1.0071 0.5 0.1 -0.1 0.35
H -0.1696 -5.2879 0.6802 0.3 -0.3 0.4 -1.06
H -1.8031 -4.9196 1.0759 -0.2 0.2 0.4 -0.16
H -0.8958 -5.8685 2.2760 0.2 0.1 -0.1 0.37
H -2.5675 -6.2908 -3.4555 0.6 1.0 -0.7 -0.11
H -2.2358 -7.8482 -3.4526 0.7 -0.8 0.5 0.43
H -0.8719 -6.8846 -4.0684 -0.6 0.4 -0.4 0.48
H -2.6884 -5.1509 -0.8140 -0.6 1.0 0.0 0.07
C -5.3109 4.6282 -5.7180 -0.8 0.3 -0.3 -1.94
C -4.7084 3.5084 -4.8496 -0.7 0.4 0.4 2.24
C -4.0262 4.1992 -3.6589 -0.1 0.5 1.8 -0.66
C -4.9818 4.5558 -2.5484 -1.4 -0.4 0.4 -0.53
C -5.8627 3.4094 -2.0669 0.5 -0.9 -1.5 -0.50
C -6.6338 2.6585 -3.2248 -0.4 0.7 0.9 1.85
N -5.7098 2.4122 -4.3644 1.7 1.7 1.2 1.17
O -6.3877 1.8032 -5.4261 0.1 0.2 -0.3 -0.62
C -7.1374 1.3252 -2.6764 -0.5 -0.5 -0.5 -2.26
C -7.9065 3.4974 -3.4721 -0.3 1.2 -1.0 -2.05
C -3.5759 2.9220 -5.6188 1.0 -1.9 -0.6 -2.29
H -6.3013 4.9423 -5.3887 0.0 0.0 0.2 0.33
H -5.4232 4.4092 -6.7798 0.0 -0.6 0.1 0.40
H -4.6791 5.5162 -5.6961 0.1 -0.1 0.2 0.39
H -3.1441 3.7159 -3.2389 -0.2 -1.0 -0.1 -0.50
H -3.6000 5.1878 -3.8297 0.1 0.0 -1.3 0.64
H -5.6414 5.3325 -2.9354 0.0 0.4 0.2 0.46
H -4.4928 4.9009 -1.6374 0.3 0.5 -0.2 -0.07
H -6.5764 3.7945 -1.3385 0.0 -0.4 0.1 0.58
H -5.1744 2.6795 -1.6409 -0.2 -0.2 0.5 -0.49
H -6.3674 0.5976 -2.4201 0.2 0.3 0.5 0.34
H -7.8746 1.5359 -1.9016 0.6 -0.1 0.6 0.41
H -7.7677 0.7767 -3.3764 0.1 0.2 -0.6 0.49
H -8.4428 3.3241 -4.4051 0.4 -0.4 -0.3 0.38
H -8.7066 3.4662 -2.7326 0.4 -0.7 0.5 0.45
H -7.6892 4.5655 -3.4774 0.3 0.2 -0.2 0.34
H -3.8567 2.4227 -6.5461 -0.2 0.6 -0.4 0.48
H -3.0563 2.0979 -5.1299 -0.2 -0.1 0.8 0.39
H -2.7582 3.6297 -5.7552 -0.3 0.4 -0.4 0.41
H -5.9898 0.9300 -5.3964 -0.2 -0.3 -0.3 0.35